[1]
Entry from the Open Molecules 2025 dataset: a 3-piece molecular cluster, C3H14N2O2 overall in a non-equilibrium geometry (ωB97M-V/def2-TZVPD).

- Gap between HOMO and LUMO: 9.839 eV
- M: 110.16 g mol⁻¹
- LUMO energy: 0.022 Eh
- E_tot: -382.627329 a.u.
- 2S+1: 1
- HOMO level: -9.24 eV
- Largest force on an atom: 0.1091 hartree/bohr
- Energy above the lowest of the compared OMol25 structures with the same formula, charge and spin: 45.5 kcal/mol
- Charge: 0
- Structure (SMILES): C[C@@H](N)CN.O.O

XYZ file:
```
21
Properties=species:S:1:pos:R:3:lowdin_charge:R:1
O -3.676 4.365 -0.172 -0.06
O 3.193 -2.263 0.617 -0.01
N -0.523 -2.231 0.832 -0.01
N 0.213 0.429 1.411 0.03
C 0.616 -0.160 0.015 -0.38
C 0.568 0.882 -1.187 -0.05
C -0.236 -1.390 -0.380 -0.26
H 0.830 1.175 1.735 0.07
H 0.216 -2.073 1.472 0.03
H -0.209 1.490 -0.920 0.03
H 2.703 -3.035 0.843 0.03
H 1.593 1.314 -1.344 0.09
H -1.292 -1.741 1.189 0.02
H -0.661 0.883 1.272 0.03
H -3.257 4.680 -0.997 0.05
H 0.466 0.197 -2.034 0.06
H 1.553 -0.664 0.264 0.09
H 0.301 -2.174 -0.959 0.10
H -1.241 -1.126 -0.853 0.13
H 3.066 -2.238 -0.296 0.00
H -4.224 3.678 -0.508 0.01
```

---

[2]
Entry from the Open Molecules 2025 dataset: a 4-piece molecular cluster, C3H14N2O3 overall in a non-equilibrium geometry (ωB97M-V/def2-TZVPD).

- Gap between HOMO and LUMO: 10.580 eV
- M: 126.16 g mol⁻¹
- LUMO energy: 0.028 Eh
- E_tot: -457.934185 a.u.
- 2S+1: 1
- HOMO level: -9.82 eV
- Largest force on an atom: 0.0259 hartree/bohr
- Energy above the lowest of the compared OMol25 structures with the same formula, charge and spin: 3.1 kcal/mol
- Charge: 0
- Structure (SMILES): CC/N=C\N.O.O.O

XYZ file:
```
22
Properties=species:S:1:pos:R:3:lowdin_charge:R:1
O 1.160 -1.027 -1.805 -0.06
O -1.760 -0.344 -2.428 -0.08
O 2.638 -0.939 0.855 -0.07
N -0.746 0.730 -0.079 -0.02
N 1.199 2.040 0.381 0.12
C 0.154 1.587 -0.382 -0.30
C -0.597 0.135 1.286 -0.27
C -1.774 -0.775 1.548 -0.10
H -1.743 -1.104 2.596 0.08
H -2.739 -0.296 1.403 0.07
H 0.387 -0.341 1.356 0.09
H 2.052 -1.214 0.131 0.01
H 1.412 1.400 1.130 0.06
H 0.416 -0.485 -1.501 -0.01
H 0.714 -1.408 -2.564 0.04
H 1.997 2.318 -0.169 0.10
H -0.659 0.898 2.075 0.12
H -2.481 -0.872 -2.095 0.02
H 3.513 -0.991 0.476 0.04
H 0.154 2.055 -1.373 0.13
H -1.538 0.215 -1.652 -0.02
H -1.759 -1.581 0.810 0.07
```

---

[3]
Entry from the Open Molecules 2025 dataset: C3H14N4O as an isolated structure in a non-equilibrium geometry (ωB97M-V/def2-TZVPD).

- Gap between HOMO and LUMO: 8.588 eV
- M: 122.17 g mol⁻¹
- LUMO energy: 0.027 Eh
- E_tot: -416.784451 a.u.
- 2S+1: 1
- HOMO level: -7.86 eV
- Largest force on an atom: 0.0353 hartree/bohr
- Energy above the lowest of the compared OMol25 structures with the same formula, charge and spin: 106.7 kcal/mol
- Charge: 0

XYZ file:
```
22
Properties=species:S:1:pos:R:3:lowdin_charge:R:1
O -0.287 -0.199 -2.097 -0.30
N -1.505 -2.062 -1.257 -0.04
N 0.086 -1.369 -1.662 -0.10
N 0.698 0.496 1.207 -0.15
N -0.643 0.703 0.754 -0.04
C 1.582 2.794 1.023 -0.11
C -1.601 -2.291 0.181 -0.10
C 1.690 1.349 0.549 -0.30
H 2.673 0.953 0.818 0.11
H -1.943 -1.150 -1.584 0.15
H 0.912 -0.472 0.978 0.08
H 1.618 2.836 2.111 0.07
H 1.587 1.305 -0.547 0.10
H 2.402 3.386 0.620 0.07
H -2.596 -2.652 0.452 0.08
H -1.722 -2.887 -1.810 0.12
H 0.292 -1.988 -2.480 0.08
H 0.647 3.246 0.691 0.06
H -0.978 1.569 1.164 0.07
H -0.657 0.801 -0.268 0.04
H -1.402 -1.342 0.684 0.05
H -0.854 -3.026 0.473 0.08
```

---

[4]
Entry from the Open Molecules 2025 dataset: a 3-piece molecular cluster, C3H14N4O overall in a non-equilibrium geometry (ωB97M-V/def2-TZVPD).

- Gap between HOMO and LUMO: 7.176 eV
- M: 122.17 g mol⁻¹
- LUMO energy: -0.229 Eh
- E_tot: -416.338985 a.u.
- 2S+1: 1
- HOMO level: -13.40 eV
- Largest force on an atom: 0.0950 hartree/bohr
- Energy above the lowest of the compared OMol25 structures with the same formula, charge and spin: 6.6 kcal/mol
- Charge: +2

XYZ file:
```
22
Properties=species:S:1:pos:R:3:lowdin_charge:R:1
O 0.164 1.585 -0.453 -0.05
N 1.553 -2.472 3.512 0.20
N 0.483 -2.011 0.480 0.01
N -0.546 -1.738 4.395 0.21
N -1.340 4.035 -6.063 0.26
C 0.695 -0.656 0.130 -0.23
C -0.211 0.311 -0.092 -0.22
C 0.386 -1.946 3.523 -0.24
H 1.151 1.618 -0.149 0.14
H 2.060 -2.619 2.597 0.17
H 1.734 -0.260 0.195 0.12
H 1.049 -2.589 -0.248 0.15
H 0.312 -1.217 2.725 0.12
H 1.842 -3.006 4.326 0.15
H -1.398 -1.211 4.246 0.15
H -1.261 0.173 -0.429 0.13
H -2.369 4.012 -5.828 0.17
H -0.416 -2.220 0.257 0.04
H -0.757 4.026 -5.202 0.16
H -0.573 -2.245 5.256 0.14
H -1.228 3.350 -6.919 0.22
H -1.331 5.079 -6.261 0.18
```

---

[5]
Entry from the Open Molecules 2025 dataset: a 2-piece molecular cluster, C3H14N6 overall in a non-equilibrium geometry (ωB97M-V/def2-TZVPD).

- Gap between HOMO and LUMO: 8.957 eV
- M: 134.19 g mol⁻¹
- LUMO energy: 0.014 Eh
- E_tot: -451.186580 a.u.
- 2S+1: 1
- HOMO level: -8.59 eV
- Largest force on an atom: 0.0526 hartree/bohr
- Energy above the lowest of the compared OMol25 structures with the same formula, charge and spin: 3.9 kcal/mol
- Charge: 0
- Structure (SMILES): [H]/N=N/C(N)(N)[C@H](C)N.N

XYZ file:
```
23
Properties=species:S:1:pos:R:3:lowdin_charge:R:1
N -0.742 2.829 1.529 0.00
N 0.457 0.052 1.140 0.08
N -0.570 0.903 -0.922 0.02
N 0.362 1.751 -0.944 0.04
N 1.794 -0.659 -1.187 0.04
N -1.665 -0.683 0.368 0.09
C 0.567 -2.557 -0.326 -0.07
C 0.480 -1.180 -0.971 -0.40
C -0.373 -0.183 -0.019 -0.65
H 0.916 -2.462 0.701 0.07
H 0.236 2.378 -1.749 0.08
H 1.753 0.303 -1.527 0.05
H -0.090 -0.087 1.990 0.08
H -1.646 -1.655 0.651 0.07
H -1.543 2.231 1.324 0.00
H -0.038 -1.248 -1.935 0.13
H -2.332 -0.591 -0.393 0.08
H -1.106 3.592 2.081 0.00
H -0.390 3.083 0.541 0.02
H 1.282 -3.159 -0.879 0.08
H 2.287 -0.635 -0.298 0.08
H 0.759 1.034 1.154 0.05
H -0.397 -3.059 -0.330 0.06
```

---

[6]
Entry from the Open Molecules 2025 dataset: a 3-piece molecular cluster, C3H14NO2 overall in a non-equilibrium geometry (ωB97M-V/def2-TZVPD).

- Gap between HOMO and LUMO (spin up / spin down): 3.525 / 12.152 eV
- M: 96.15 g mol⁻¹
- LUMO energy (spin up / spin down): 0.026 / 0.022 Eh
- E_tot: -327.790650 a.u.
- 2S+1: 2
- HOMO level (spin up / spin down): -2.81 / -11.54 eV
- Largest force on an atom: 0.0416 hartree/bohr
- Energy above the lowest of the compared OMol25 structures with the same formula, charge and spin: 16.1 kcal/mol
- Charge: 0

XYZ file:
```
20
Properties=species:S:1:pos:R:3:mulliken_spin:R:1
O 1.778 1.693 -1.692 0.35
O 1.247 0.432 1.383 0.15
N -0.484 0.264 -1.489 1.11
C -1.325 -1.461 1.835 0.00
C -0.353 -0.835 -0.471 0.55
C -1.530 -0.659 0.534 0.16
H -0.439 -0.094 -2.445 -0.34
H -0.455 -2.107 1.660 0.00
H -1.179 -0.774 2.666 -0.03
H -1.279 0.877 -1.288 -0.17
H 1.765 1.248 1.448 -0.07
H -2.479 -0.858 0.025 -0.04
H -1.485 0.423 0.746 0.00
H 0.795 0.333 2.226 0.02
H 2.124 2.595 -1.499 -0.18
H 2.606 1.179 -1.528 0.01
H 0.556 -0.764 0.084 -0.02
H -2.105 -2.201 2.001 0.00
H -0.440 -1.800 -0.993 0.11
H 0.331 0.949 -1.454 -0.59
```

---

[7]
Entry from the Open Molecules 2025 dataset: a 3-piece molecular cluster, C3H14NO2 overall (ωB97M-V/def2-TZVPD).

- Gap between HOMO and LUMO: 12.724 eV
- M: 96.15 g mol⁻¹
- LUMO energy: -0.107 Eh
- E_tot: -327.721325 a.u.
- 2S+1: 1
- HOMO level: -15.64 eV
- Largest force on an atom: 0.0184 hartree/bohr
- Energy above the lowest of the compared OMol25 structures with the same formula, charge and spin: 0.8 kcal/mol
- Charge: +1

XYZ file:
```
20
Properties=species:S:1:pos:R:3:lowdin_charge:R:1
O 2.836 0.114 0.920 -0.05
O -2.404 0.480 1.996 -0.04
N 0.086 -0.603 1.199 0.16
C -0.165 -0.823 -0.274 -0.16
C -0.113 0.482 -1.043 -0.25
C -0.218 0.220 -2.525 -0.09
H -3.144 0.754 1.441 0.07
H -0.660 -0.037 1.633 0.10
H 0.724 -0.151 -2.932 0.09
H -2.712 0.658 2.896 0.08
H -0.936 1.108 -0.696 0.11
H 3.576 -0.293 1.394 0.07
H 0.131 -1.472 1.726 0.17
H 0.809 0.999 -0.778 0.11
H 0.582 -1.533 -0.592 0.13
H 3.260 0.811 0.400 0.07
H -0.446 1.135 -3.053 0.08
H -1.010 -0.486 -2.761 0.08
H -1.151 -1.293 -0.329 0.14
H 0.955 -0.069 1.376 0.12
```

---

[8]
Entry from the Open Molecules 2025 dataset: a 3-piece molecular cluster, C3H14NO2 overall (ωB97M-V/def2-TZVPD).

- Gap between HOMO and LUMO: 12.991 eV
- M: 96.15 g mol⁻¹
- LUMO energy: -0.108 Eh
- E_tot: -327.713031 a.u.
- 2S+1: 1
- HOMO level: -15.92 eV
- Largest force on an atom: 0.0194 hartree/bohr
- Energy above the lowest of the compared OMol25 structures with the same formula, charge and spin: 6.0 kcal/mol
- Charge: +1

XYZ file:
```
20
Properties=species:S:1:pos:R:3:lowdin_charge:R:1
O -2.151 1.130 -0.058 -0.03
O -0.861 -1.436 1.765 -0.03
N 0.310 -0.300 -0.578 -0.03
C 1.482 1.484 0.655 -0.06
C 1.655 0.313 -0.288 -0.17
C 0.242 -1.148 -1.821 0.02
H 2.277 -0.478 0.105 0.13
H -2.780 1.214 -0.781 0.07
H -1.821 -1.329 1.763 0.07
H 1.066 2.323 0.149 0.08
H 1.999 0.668 -1.248 0.13
H -0.496 -1.925 -1.654 0.10
H -2.440 1.740 0.625 0.07
H -0.031 -0.492 -2.643 0.10
H 2.412 1.767 1.132 0.09
H -0.613 -1.432 2.692 0.07
H 0.036 -0.852 0.249 0.10
H -0.429 0.412 -0.652 0.11
H 0.797 1.247 1.456 0.08
H 1.228 -1.563 -2.001 0.10
```